(1)
This record from OMol25 describes a molecular structure, C33H35AuGeO2P2STe. The level of theory is ωB97M-V/def2-TZVPD.

```
76
Properties=species:S:1:pos:R:3
Au -2.14397 -2.14964 0.88555
O 1.03905 -1.51064 0.54891
P 1.83808 -0.27074 0.63016
C 1.45104 0.90763 -0.72218
P -0.21809 1.61062 -0.43626
O -1.08790 0.73957 0.38149
C 0.04093 3.21621 0.35475
C 0.73908 4.24815 -0.26603
C 0.85880 5.47517 0.36529
C 0.27770 5.67641 1.61115
C -0.42402 4.64983 2.22685
C -0.54581 3.41984 1.59808
C -0.84152 1.96265 -2.10484
C -2.22498 2.01444 -2.24786
C -2.79563 2.22389 -3.49265
C -1.98328 2.40226 -4.60350
C -0.60276 2.37805 -4.46317
C -0.03011 2.15878 -3.21989
C 1.62559 0.64244 2.17226
C 0.74785 0.08837 3.09852
C 0.53129 0.72410 4.31134
C 1.19547 1.90898 4.59731
C 2.07540 2.46007 3.67479
C 2.29346 1.82938 2.46118
C 3.61336 -0.61964 0.43173
C 4.51086 -0.58863 1.49271
C 5.79576 -1.08733 1.32849
C 6.18944 -1.61888 0.11030
C 5.29950 -1.64530 -0.95558
C 4.01758 -1.14863 -0.79318
H 1.41792 0.30145 -1.63037
H 2.20299 1.69073 -0.82666
H 1.17918 4.10057 -1.24652
H 1.39903 6.27965 -0.11749
H 0.36689 6.63902 2.09819
H -0.88191 4.80797 3.19473
H -1.09517 2.60488 2.05527
H -2.84553 1.86246 -1.37621
H -3.87342 2.23919 -3.58989
H -2.42552 2.55679 -5.57924
H 0.02989 2.52176 -5.33005
H 1.05001 2.13577 -3.12675
H 0.24114 -0.83289 2.83972
H -0.15313 0.29472 5.03107
H 1.02752 2.40646 5.54402
H 2.59089 3.38330 3.90631
H 2.98625 2.26129 1.74676
H 4.20460 -0.18592 2.45053
H 6.48866 -1.07437 2.16007
H 7.18339 -2.03082 -0.00667
H 5.59814 -2.06675 -1.90673
H 3.31446 -1.19518 -1.61535
Te -3.90512 -0.21384 0.80056
C -5.75301 -1.19679 0.97787
C -6.16963 -2.21479 1.78515
C -7.54991 -2.52565 1.64690
C -8.17492 -1.73518 0.73530
S -7.07972 -0.61840 0.03046
H -5.50902 -2.72872 2.46967
H -8.05102 -3.29808 2.21362
H -9.20974 -1.74602 0.43209
C -1.43265 -3.42242 -2.70676
Ge -0.12491 -4.00165 -1.35771
C 0.02872 -5.98037 -1.30209
C 1.61757 -3.30359 -1.96730
C -0.71593 -3.46321 0.39701
H -1.13727 -3.76253 -3.69959
H -1.48237 -2.33234 -2.71402
H -2.42971 -3.80422 -2.48893
H 0.37403 -6.35359 -2.26526
H -0.92790 -6.44821 -1.07074
H 0.74776 -6.27760 -0.53809
H 1.93707 -3.87160 -2.84138
H 2.38563 -3.35958 -1.19820
H 1.48899 -2.26032 -2.24294
H -0.17534 -3.87881 1.25397
```

## Properties
energy relative to the best compared isomer or geometry (same formula, charge and spin)	36.8	kJ/mol
calculated total energy	-4990.4858	Eh
multiplicity	1
HOMO level	-0.228	Eh
orbital gap	4.939	eV
LUMO	-1.278	eV

(2)
This record from OMol25 describes a molecular structure, CaH2N6O19. The level of theory is ωB97M-V/def2-TZVPD.

```
28
Properties=species:S:1:pos:R:3
Ca -0.05641 0.08818 -0.02470
N 0.66978 -3.09363 0.86717
O -0.01100 -2.10816 0.78254
O 0.23778 -4.20507 0.92396
O 1.88162 -3.01863 0.97445
N -1.74777 -1.91222 -2.58474
O -1.94334 -3.10133 -2.56770
O -2.00991 -1.19930 -3.53127
O -1.39892 -1.37609 -1.48750
N 0.10140 0.83718 3.52550
O 0.75713 0.27178 4.42495
O 0.07950 0.42613 2.35594
O -0.52658 1.81429 3.86873
N 1.28471 -0.78792 -2.65040
O 1.65192 -1.42465 -1.64519
O 1.55543 -1.19202 -3.75274
O 0.73677 0.27277 -2.48648
N -1.44598 3.18827 0.00599
O -1.85018 2.82669 1.13400
O -0.60692 2.44624 -0.53064
O -1.68724 4.33985 -0.38513
N 2.97042 1.81360 -0.08294
O 3.04559 2.51004 -1.10378
O 2.00028 1.13007 0.26374
O 3.97005 1.75237 0.58827
O -2.20295 -0.03288 0.87879
H -2.50102 0.20960 1.75548
H -2.95423 -0.47529 0.48370
```

## Properties
energy relative to the best compared isomer or geometry (same formula, charge and spin)	57.8	kJ/mol
calculated total energy	-2436.1817	Eh
multiplicity	1
HOMO level	0.105	Eh
net charge	-4
orbital gap	6.440	eV
LUMO	9.295	eV

(3)
This record from OMol25 describes a molecular structure, C4H8O2. The level of theory is ωB97M-V/def2-TZVPD.

```
14
Properties=species:S:1:pos:R:3
O -0.96570 2.01057 -0.54457
C -0.14414 0.88879 -0.57391
C 0.35702 0.42502 0.78429
C 0.61286 -1.07839 0.76748
O -0.52865 -1.63911 0.12639
C -0.67361 -1.19221 -1.14380
H -1.67639 1.85673 0.09320
H 0.64202 1.09282 -1.30247
H -0.41317 0.64868 1.53390
H 1.26252 0.97586 1.06205
H 0.69223 -1.50473 1.77089
H 1.51886 -1.32015 0.19122
H 0.31836 -1.17506 -1.64554
H -1.00221 0.01119 -1.11913
```

## Properties
energy relative to the best compared isomer or geometry (same formula, charge and spin)	475.2	kJ/mol
calculated total energy	-307.5315	Eh
multiplicity	1
HOMO level	-0.298	Eh
orbital gap	8.896	eV
LUMO	0.788	eV